# 1
C13H25N3O9PS3 | ωB97M-V with the def2-TZVPD basis set

Calculated values
Net charge = +1
Frontier orbital gap = 0.359 Eh

Structure (XYZ):
```
54
Properties=species:S:1:pos:R:3:forces:R:3:lowdin_charge:R:1
C 4.6932 -0.8146 -0.6364 0.2 0.3 -0.2 -0.18
P 4.0002 -0.5312 -2.2739 -0.2 -0.5 0.0 1.01
C 4.8502 -1.5557 -3.4929 0.4 0.1 0.1 -0.27
C 4.6678 -2.9969 -3.1260 0.1 -0.1 -0.2 -0.26
N 3.7637 -3.2926 -2.3043 -0.1 -0.1 0.3 0.12
C 2.2065 -0.7015 -2.3281 -0.1 0.9 -0.1 -0.31
C 1.5217 0.6843 -2.2738 0.1 -0.3 0.4 -0.23
C 0.0621 0.5794 -1.8072 0.1 0.5 -0.4 -0.22
C -0.9444 0.5877 -2.9670 0.1 0.0 0.2 -0.43
S -1.9234 -0.9312 -3.2579 -0.2 -0.1 -0.1 1.00
C -1.1097 -2.1347 -2.3037 0.1 0.1 -0.2 -0.72
N -0.2775 -3.0563 -2.6709 -0.3 0.5 -0.1 0.07
N 0.0065 -3.8036 -1.5496 -0.2 0.0 0.6 0.06
C -0.6777 -3.2825 -0.5835 0.4 -0.2 -0.7 -0.18
O -1.4043 -2.2107 -0.9709 0.1 -0.6 0.2 0.00
H 5.5256 -1.5044 -0.7345 0.0 -0.1 0.1 0.06
H 5.0714 0.1263 -0.2474 0.0 0.1 0.1 0.06
H 3.9540 -1.2304 0.0371 -0.1 -0.1 0.0 0.07
H 4.3105 0.7848 -2.6167 0.0 0.1 -0.1 0.07
H 5.9111 -1.2988 -3.4816 0.1 0.1 0.0 0.10
H 4.4864 -1.3263 -4.4940 -0.1 0.0 -0.1 0.11
H 5.3513 -3.7204 -3.5635 0.0 -0.1 -0.2 0.13
H 3.7269 -4.2935 -2.1254 -0.2 0.0 0.1 0.09
H 1.9333 -1.2584 -3.2194 -0.1 -0.2 0.0 0.10
H 1.9199 -1.2606 -1.4430 0.1 -0.4 0.0 0.08
H 2.0618 1.3193 -1.5684 0.0 0.0 0.1 0.11
H 1.5817 1.1905 -3.2340 0.0 0.0 -0.1 0.11
H -0.1421 1.4460 -1.1825 -0.1 0.1 0.1 0.12
H -0.0524 -0.2845 -1.1656 -0.1 -0.1 0.1 0.08
H -1.6766 1.3731 -2.8088 -0.2 0.0 0.0 0.08
H -0.4454 0.8197 -3.9030 0.1 -0.1 -0.1 0.07
H -0.7037 -3.6276 0.4321 0.0 0.1 0.1 0.13
C -3.0012 -2.2515 2.0802 -0.1 -0.4 -0.2 -0.15
C -3.2966 -0.8839 1.5082 0.4 0.1 -0.2 -0.16
O -3.8678 -0.1677 2.6061 -0.2 -0.2 0.1 -0.18
S -3.2042 -0.6530 3.9795 0.1 0.0 -0.3 0.60
O -2.1492 0.2348 4.3210 0.0 0.0 0.2 -0.23
O -4.2403 -0.9582 4.8893 0.0 0.1 0.1 -0.19
O -2.5408 -1.9975 3.4138 0.0 0.2 -0.1 -0.18
H -3.8981 -2.8709 2.1296 0.0 0.0 0.0 0.14
H -2.2241 -2.7808 1.5229 -0.2 0.2 0.3 0.10
H -3.9945 -0.9133 0.6769 -0.1 0.1 0.1 0.14
H -2.3811 -0.3721 1.2004 0.0 0.0 0.0 0.13
C -2.1944 4.5416 4.7020 -0.2 0.0 0.1 -0.15
C -2.7769 3.4562 3.8223 0.2 -0.2 0.0 -0.17
O -3.3838 4.1775 2.7387 -0.1 0.2 0.1 -0.19
S -2.5221 5.4818 2.4108 0.0 -0.2 0.2 0.59
O -1.6315 5.1983 1.3407 0.1 0.1 -0.1 -0.23
O -3.3916 6.5960 2.3648 -0.1 0.1 -0.1 -0.21
O -1.6746 5.5002 3.7654 0.0 -0.1 -0.1 -0.19
H -2.9582 5.0221 5.3151 0.0 0.0 0.0 0.14
H -1.3863 4.1844 5.3334 0.1 0.1 -0.1 0.14
H -3.5279 2.8575 4.3282 -0.1 0.1 -0.1 0.13
H -2.0031 2.8035 3.4156 0.0 0.0 0.1 0.12
```
Forces are in eV/Å.



# 2
C13H26Cl2CoNO4P2 | ωB97M-V with the def2-TZVPD basis set

Calculated values
Net charge = 0
Expectation value of S² = 6.033
Frontier orbital gap (alpha / beta) = 0.161 / 0.287 Eh
Multiplicity = 5

Structure (XYZ):
```
49
Properties=species:S:1:pos:R:3:forces:R:3:mulliken_spin:R:1
C 0.7965 -1.2677 -3.2983 1.5 0.2 1.5 -0.13
C 0.8797 -0.9150 -1.9478 1.0 -0.8 -3.0 0.27
N -0.2377 -0.8712 -1.1907 0.2 0.4 1.7 0.31
C -1.4427 -1.0587 -1.7887 -1.4 -0.8 -2.7 0.22
C -1.5604 -1.4613 -3.1224 -0.8 0.8 1.8 -0.11
C -0.4175 -1.5737 -3.9113 0.3 -0.6 -1.4 0.46
C 2.2117 -0.4358 -1.3876 0.7 -0.2 -0.4 0.07
P 2.3056 -0.4050 0.4275 -0.9 0.5 -0.9 -0.01
Co -0.1341 -0.0870 0.6252 -0.2 0.0 -0.2 2.30
P -2.2941 0.0249 0.5553 -0.2 -0.2 0.4 0.01
C -2.6820 -0.8784 -0.9498 -0.3 -0.4 -0.4 0.01
O 2.2278 2.5301 -2.3372 0.1 -0.1 -0.7 0.00
O -0.7139 2.6660 -2.0216 0.7 0.0 1.5 0.02
H 1.7460 -1.3515 -3.8269 -0.2 0.1 -0.1 -0.01
H -2.5491 -1.6323 -3.5530 0.2 0.1 0.2 0.00
H -0.4685 -1.8787 -4.9676 0.1 0.2 0.7 0.05
C 3.3125 -1.7375 1.0334 0.4 0.1 0.1 0.03
C 2.8494 1.1974 1.0360 0.3 -0.2 0.2 0.07
H -3.4962 -0.3788 -1.4901 0.3 -0.1 -0.1 0.01
H -3.0793 -1.8660 -0.6783 0.1 0.1 0.2 0.03
H 2.3975 0.5966 -1.7040 -0.2 0.1 0.4 -0.01
H 3.1084 -0.9494 -1.8358 -0.9 -0.1 0.5 0.00
C -3.1060 -0.8305 1.8920 -1.1 -0.3 0.7 0.03
C -3.1213 1.6127 0.4110 -0.4 0.1 0.2 0.05
H -0.5682 2.2078 -1.1341 -0.3 0.4 -1.2 0.01
H -0.4299 3.5798 -1.8255 -0.3 -0.4 -0.2 0.00
H 1.2906 2.2966 -2.3056 -0.5 0.2 0.2 0.00
H 2.4164 2.3424 -3.2712 0.2 0.2 0.3 0.00
H 1.0636 -0.9659 1.0092 1.2 -0.8 0.4 0.05
H -0.8224 1.1336 0.2636 0.0 1.9 -1.0 0.23
H 4.3142 -1.6254 0.6152 0.0 -0.2 0.1 0.00
H 3.3340 -1.6801 2.1254 0.1 -0.2 -0.1 0.00
H 2.8540 -2.6687 0.6946 0.1 0.0 0.1 0.00
H 3.9433 1.1858 1.1073 -0.1 0.1 0.0 0.01
H 2.5084 1.9853 0.3519 0.1 -0.3 0.2 -0.02
H 2.4075 1.3242 2.0285 0.1 0.1 -0.2 -0.01
H -4.1866 1.4769 0.2315 -0.1 0.1 0.0 0.00
H -2.9755 2.1427 1.3517 0.0 0.1 0.0 0.00
H -2.6835 2.1896 -0.4012 0.0 0.0 0.0 -0.02
H -4.1910 -0.8578 1.7293 0.0 0.0 0.1 0.01
H -2.7472 -1.8611 1.9616 0.1 0.2 -0.1 -0.02
H -2.9027 -0.3233 2.8450 -0.1 -0.1 -0.3 0.00
Cl 0.1963 -2.0587 3.1724 0.1 0.2 0.7 0.02
C 0.3289 -0.5638 4.1891 0.1 0.1 -0.3 0.00
Cl 2.0524 -0.0993 4.4281 -0.4 -0.4 0.1 0.00
C -0.3838 0.5782 3.4226 -0.1 0.7 -0.3 0.02
O -1.3980 1.0211 3.9653 0.9 -0.3 -0.7 0.02
O 0.1942 0.9352 2.3163 -0.6 -0.3 2.1 0.04
H -0.1473 -0.7444 5.1599 0.3 -0.1 -0.4 0.00
```
Forces are in eV/Å.